[1]
{"formula": "C3H7NO2", "method": "ωB97M-V with the def2-TZVPD basis set", "total_energy_ev": -8808.3399, "lumo_ev": 0.79, "largest_force_ha_per_bohr": 0.0071, "total_charge": 0, "homo_lumo_gap_ev": 8.557, "e_above_lowest_ev": 2.189, "homo_energy_ha": -0.2855, "smiles": "CO/C(O)=C\\N", "elements": ["C", "O", "C", "O", "C", "N", "H", "H", "H", "H", "H", "H", "H"], "coordinates": [[2.014, 0.290, -0.268], [0.744, -0.339, -0.393], [-0.229, 0.034, 0.466], [0.249, 0.641, 1.588], [-1.522, -0.185, 0.199], [-2.019, -0.671, -1.045], [2.596, -0.061, -1.123], [2.514, -0.002, 0.661], [1.931, 1.381, -0.303], [-0.501, 1.021, 2.063], [-2.266, 0.057, 0.956], [-1.345, -0.490, -1.780], [-2.165, -1.676, -1.020]], "nbo_charge": [-0.25, -0.51, 0.55, -0.69, -0.22, -0.83, 0.19, 0.19, 0.18, 0.49, 0.18, 0.37, 0.36]}

---

[2]
{"formula": "C3H2O2S", "method": "ωB97M-V with the def2-TZVPD basis set", "total_energy_ev": -18072.0961, "lumo_ev": 0.50, "largest_force_ha_per_bohr": 0.0684, "total_charge": 0, "homo_lumo_gap_ev": 9.964, "e_above_lowest_ev": 0.781, "homo_energy_ha": -0.3478, "smiles": "C=C=O.O=C=S", "elements": ["C", "C", "C", "O", "O", "S", "H", "H"], "coordinates": [[-0.364, -0.608, -0.237], [-1.632, -0.273, -0.073], [1.567, 0.757, 0.359], [-2.633, 0.273, 0.171], [2.202, -0.200, 0.473], [0.945, 2.184, 0.382], [-0.184, -1.512, 0.176], [0.099, -0.621, -1.252]], "nbo_charge": [-0.82, 0.76, 0.44, -0.44, -0.47, 0.01, 0.26, 0.28]}

---

[3]
{"formula": "C17H21N3O2S", "method": "ωB97M-V with the def2-TZVPD basis set", "total_energy_ev": -37370.1253, "lumo_ev": 0.50, "largest_force_ha_per_bohr": 0.0112, "total_charge": 0, "homo_lumo_gap_ev": 8.617, "e_above_lowest_ev": 2.043, "homo_energy_ha": -0.2983, "smiles": "C[C@@H](NC(=O)c1cccnc1)[C@@H](c1cccs1)N1CCOCC1", "elements": ["C", "H", "C", "N", "C", "O", "C", "C", "C", "C", "N", "C", "H", "H", "H", "H", "H", "H", "C", "C", "C", "C", "C", "S", "H", "H", "H", "N", "C", "H", "C", "O", "C", "C", "H", "H", "H", "H", "H", "H", "H", "H", "H", "H"], "coordinates": [[1.058, 1.552, 2.262], [1.260, 0.950, 3.141], [-0.175, 1.014, 1.557], [-0.465, 1.830, 0.393], [-1.602, 1.667, -0.323], [-2.517, 0.950, 0.037], [-1.652, 2.437, -1.600], [-2.404, 1.926, -2.656], [-2.450, 2.624, -3.849], [-1.743, 3.814, -3.939], [-1.048, 4.323, -2.936], [-1.007, 3.656, -1.797], [-0.449, 4.137, -1.003], [-1.735, 4.396, -4.852], [-3.020, 2.256, -4.688], [-2.934, 0.996, -2.518], [0.317, 2.304, -0.028], [-1.035, 1.086, 2.231], [-0.074, -0.492, 1.135], [0.597, -0.637, -0.198], [0.052, -1.231, -1.296], [0.871, -1.163, -2.446], [2.031, -0.501, -2.219], [2.145, 0.050, -0.595], [2.835, -0.297, -2.897], [0.602, -1.588, -3.396], [-0.915, -1.703, -1.286], [0.437, -1.278, 2.249], [1.827, -1.698, 2.229], [2.453, -0.903, 1.826], [2.049, -2.993, 1.433], [1.210, -4.032, 1.889], [-0.147, -3.648, 1.824], [-0.395, -2.392, 2.667], [-1.445, -2.103, 2.624], [-0.136, -2.615, 3.708], [-0.720, -4.496, 2.205], [-0.431, -3.458, 0.777], [3.072, -3.350, 1.562], [1.864, -2.816, 0.362], [2.119, -1.878, 3.269], [-1.111, -0.802, 0.961], [0.884, 2.580, 2.571], [1.927, 1.527, 1.608]], "nbo_charge": [-0.63, 0.24, -0.03, -0.62, 0.68, -0.63, -0.19, -0.12, -0.26, 0.05, -0.42, 0.05, 0.19, 0.19, 0.22, 0.24, 0.40, 0.22, -0.11, -0.19, -0.26, -0.25, -0.41, 0.40, 0.24, 0.23, 0.23, -0.46, -0.25, 0.21, -0.09, -0.53, -0.09, -0.23, 0.21, 0.20, 0.19, 0.16, 0.19, 0.17, 0.20, 0.25, 0.22, 0.20]}

---

[4]
{"formula": "C8H15N2O", "method": "ωB97M-V with the def2-TZVPD basis set", "total_energy_ev": -13557.2935, "lumo_ev": -3.26, "largest_force_ha_per_bohr": 0.1258, "total_charge": 1, "homo_lumo_gap_ev": 8.678, "e_above_lowest_ev": 3.997, "homo_energy_ha": -0.4388, "smiles": "C/C([NH3+])=C(C)/C=C\\C=C(/N)O", "elements": ["C", "C", "C", "C", "C", "C", "C", "C", "N", "N", "O", "H", "H", "H", "H", "H", "H", "H", "H", "H", "H", "H", "H", "H", "H", "H"], "coordinates": [[-0.126, -2.166, -0.519], [1.118, -1.620, -0.621], [-1.108, -1.505, 0.368], [1.341, -0.325, 0.050], [-1.728, -0.254, 0.366], [0.615, 0.761, -0.282], [2.141, -0.392, 1.257], [0.600, 2.067, 0.296], [0.121, 0.813, -1.647], [-2.366, 0.396, -0.771], [-2.188, 0.356, 1.501], [-0.432, -3.049, -1.015], [2.074, -2.133, -0.941], [-0.820, -1.744, 1.354], [3.214, -0.840, 1.176], [1.645, -1.021, 2.118], [2.344, 0.646, 1.705], [1.606, 2.446, 0.646], [-0.108, 2.103, 1.108], [0.240, 2.906, -0.453], [0.403, 1.421, -2.397], [0.193, -0.228, -2.051], [-3.048, 1.113, -0.474], [-2.738, -0.265, -1.444], [-0.991, 0.785, -1.569], [-2.000, -0.270, 2.240]], "nbo_charge": [-0.17, -0.25, -0.42, -0.02, 0.51, 0.14, -0.67, -0.69, -0.78, -0.88, -0.67, 0.24, 0.26, 0.22, 0.26, 0.24, 0.24, 0.26, 0.25, 0.23, 0.44, 0.44, 0.43, 0.42, 0.46, 0.51]}

---

[5]
{"formula": "C34H34MnN2O3Te", "method": "ωB97M-V with the def2-TZVPD basis set", "total_energy_ev": -83541.6956, "lumo_ev": [-5.32, -2.74], "largest_force_ha_per_bohr": 0.0098, "total_charge": 1, "homo_lumo_gap_ev": [4.713, 7.304], "multiplicity": 5, "homo_energy_ha": [-0.3688, -0.3690], "elements": ["Mn", "C", "C", "C", "C", "C", "H", "H", "H", "H", "H", "C", "C", "N", "O", "H", "H", "H", "H", "H", "Te", "C", "C", "C", "C", "C", "C", "C", "C", "C", "C", "C", "C", "H", "H", "H", "H", "H", "H", "H", "H", "H", "H", "C", "C", "C", "C", "C", "C", "N", "C", "C", "C", "C", "C", "C", "C", "O", "O", "C", "C", "H", "H", "H", "H", "H", "H", "H", "H", "H", "H", "H", "H", "H", "H"], "coordinates": [[-2.497, -0.487, 0.827], [-3.723, 1.070, -0.514], [-3.863, 1.610, 0.831], [-4.553, 0.695, 1.600], [-4.805, -0.451, 0.787], [-4.366, -0.152, -0.546], [-3.308, 1.590, -1.363], [-3.551, 2.595, 1.141], [-4.837, 0.803, 2.634], [-5.405, -1.302, 1.073], [-4.549, -0.745, -1.427], [-2.430, 0.632, 5.252], [-2.085, 0.971, 3.832], [-1.739, 2.242, 3.577], [-2.117, 0.120, 2.940], [-1.632, 0.944, 5.926], [-2.580, -0.440, 5.337], [-3.342, 1.151, 5.548], [-1.656, 2.920, 4.314], [-1.453, 2.512, 2.650], [-2.601, -2.780, -1.144], [-0.769, -3.762, -1.479], [-0.799, -5.107, -1.822], [0.390, -5.758, -2.127], [1.591, -5.066, -2.096], [1.612, -3.719, -1.755], [0.431, -3.063, -1.443], [-2.433, -1.547, -2.853], [-3.176, -1.856, -3.987], [-3.060, -1.063, -5.121], [-2.204, 0.028, -5.123], [-1.461, 0.331, -3.990], [-1.576, -0.451, -2.849], [-1.735, -5.649, -1.849], [0.372, -6.806, -2.392], [2.513, -5.575, -2.340], [2.549, -3.177, -1.727], [0.454, -2.012, -1.188], [-3.836, -2.714, -3.993], [-3.636, -1.305, -6.005], [-2.112, 0.642, -6.009], [-0.785, 1.177, -3.992], [-0.990, -0.208, -1.969], [4.392, 3.953, -1.582], [3.585, 3.809, -0.319], [3.505, 4.873, 0.572], [2.768, 4.776, 1.741], [2.125, 3.588, 2.042], [2.192, 2.516, 1.159], [1.498, 1.323, 1.506], [2.077, 0.077, 1.582], [3.456, -0.054, 1.789], [4.031, -1.301, 1.923], [3.260, -2.461, 1.880], [1.901, -2.345, 1.685], [1.301, -1.094, 1.509], [-0.140, -1.087, 1.215], [-0.905, -2.014, 1.524], [-0.655, -0.065, 0.558], [2.899, 2.618, -0.044], [2.910, 1.487, -1.037], [4.985, 4.865, -1.558], [3.748, 3.998, -2.463], [5.071, 3.110, -1.722], [4.034, 5.791, 0.345], [2.723, 5.611, 2.428], [1.593, 3.463, 2.977], [0.498, 1.338, 1.424], [4.063, 0.839, 1.853], [5.100, -1.372, 2.078], [3.717, -3.433, 2.006], [1.268, -3.222, 1.654], [3.794, 0.855, -0.920], [2.919, 1.871, -2.057], [2.034, 0.851, -0.917]], "lowdin_spin": [4.20, -0.06, -0.10, 0.03, -0.16, -0.01, 0.00, 0.00, 0.00, 0.00, 0.00, 0.00, 0.01, 0.00, 0.04, 0.00, 0.00, 0.00, 0.00, 0.00, -0.02, 0.00, 0.00, 0.00, 0.00, 0.00, 0.00, 0.00, 0.00, 0.00, 0.00, 0.00, 0.00, 0.00, 0.00, 0.00, 0.00, 0.00, 0.00, 0.00, 0.00, 0.00, 0.00, 0.00, 0.00, 0.00, 0.00, 0.00, 0.00, 0.00, 0.00, 0.00, 0.00, 0.00, 0.00, 0.00, 0.01, 0.04, 0.02, 0.00, 0.00, 0.00, 0.00, 0.00, 0.00, 0.00, 0.00, 0.00, 0.00, 0.00, 0.00, 0.00, 0.00, 0.00, 0.00]}

---

[6]
{"formula": "C20H46CeO3P4S", "method": "ωB97M-V with the def2-TZVPD basis set", "total_energy_ev": -88521.9353, "lumo_ev": [-10.89, -10.84], "largest_force_ha_per_bohr": 0.0958, "total_charge": 3, "homo_lumo_gap_ev": [2.987, 3.037], "e_above_lowest_ev": 0.792, "multiplicity": 2, "homo_energy_ha": [-0.5100, -0.5100], "elements": ["Ce", "P", "P", "P", "H", "C", "C", "H", "C", "C", "C", "C", "C", "C", "C", "C", "C", "H", "H", "H", "H", "H", "H", "H", "H", "H", "H", "H", "H", "H", "H", "H", "H", "H", "H", "H", "H", "H", "H", "H", "H", "H", "H", "H", "H", "H", "C", "C", "C", "C", "C", "C", "S", "H", "H", "H", "H", "H", "H", "C", "O", "P", "O", "C", "O", "C", "H", "H", "H", "H", "H", "H", "H", "H", "H"], "coordinates": [[-0.011, -0.182, 1.029], [-1.869, 1.966, 0.857], [-2.286, -1.585, 1.933], [1.515, 1.263, -0.808], [-1.309, -2.137, -0.822], [-0.267, -1.788, -0.851], [0.720, -2.328, -0.029], [0.505, -3.107, 0.719], [-2.950, 2.018, -0.619], [-3.046, 2.139, 2.245], [-1.088, 3.621, 0.854], [-1.939, -3.383, 1.918], [-2.862, -1.278, 3.634], [-3.776, -1.429, 0.872], [2.798, 0.120, -1.436], [2.438, 2.646, -0.074], [0.596, 1.902, -2.256], [-0.016, -1.186, -1.736], [1.791, -2.136, -0.199], [-3.597, 2.905, -0.582], [-3.571, 1.112, -0.653], [-2.332, 2.050, -1.526], [-3.614, 3.072, 2.134], [-2.482, 2.173, 3.188], [-3.741, 1.293, 2.284], [-1.873, 4.388, 0.890], [-0.479, 3.767, -0.047], [-0.439, 3.726, 1.734], [-2.812, -3.941, 2.279], [-1.078, -3.595, 2.569], [-1.687, -3.716, 0.903], [-3.864, -1.694, 3.795], [-2.880, -0.199, 3.833], [-2.159, -1.738, 4.340], [-4.521, -2.186, 1.158], [-3.487, -1.585, -0.180], [-4.216, -0.424, 0.959], [3.491, 0.614, -2.126], [2.339, -0.736, -1.949], [3.366, -0.279, -0.583], [3.066, 3.157, -0.813], [3.072, 2.260, 0.737], [1.748, 3.367, 0.380], [1.260, 2.314, -3.025], [-0.125, 2.673, -1.946], [0.015, 1.084, -2.708], [2.025, -0.792, -6.268], [1.295, -0.528, -7.440], [1.133, -1.528, -8.400], [1.704, -2.792, -8.209], [2.445, -3.049, -7.051], [2.614, -2.058, -6.087], [2.222, 0.413, -5.014], [1.495, 1.403, -5.579], [0.859, 0.461, -7.579], [0.557, -1.321, -9.301], [1.572, -3.570, -8.958], [2.896, -4.030, -6.894], [3.195, -2.245, -5.183], [1.945, -2.278, 4.131], [2.209, -0.879, 3.887], [0.940, 0.196, 3.660], [0.641, 0.769, 5.178], [-0.497, 0.304, 5.928], [1.693, 1.545, 3.011], [1.816, 2.834, 3.626], [2.866, -2.848, 3.946], [1.178, -2.683, 3.449], [1.639, -2.449, 5.171], [-1.423, 0.773, 5.559], [-0.608, -0.790, 5.884], [-0.360, 0.602, 6.972], [2.417, 2.778, 4.542], [0.844, 3.311, 3.844], [2.344, 3.454, 2.900]], "lowdin_spin": [0.99, 0.00, 0.00, 0.00, 0.00, 0.02, 0.01, 0.00, 0.00, 0.00, 0.00, 0.00, 0.00, 0.00, 0.00, 0.00, 0.00, 0.00, 0.00, 0.00, 0.00, 0.00, 0.00, 0.00, 0.00, 0.00, 0.00, 0.00, 0.00, 0.00, 0.00, 0.00, 0.00, 0.00, 0.00, 0.00, 0.00, 0.00, 0.00, 0.00, 0.00, 0.00, 0.00, 0.00, 0.00, 0.00, 0.00, 0.00, 0.00, 0.00, 0.00, 0.00, 0.00, 0.00, 0.00, 0.00, 0.00, 0.00, 0.00, 0.00, 0.00, 0.00, 0.00, 0.00, 0.00, 0.00, 0.00, 0.00, 0.00, 0.00, 0.00, 0.00, 0.00, 0.00, 0.00]}